(1)
The following is a quantum chemistry calculation of one molecule with the formula C22H25N5O2S in a non-equilibrium geometry, from the OMol25 dataset.

Summary:
energy	-45600.687	eV
orbital gap	0.2967	Ha
E_LUMO	0.6	eV
ΔE to the lowest compared entry with this formula, charge and spin	1.893	eV
2S+1	1

The geometry in XYZ format:
```
55
Properties=species:S:1:pos:R:3:forces:R:3
C 3.9731 -1.9890 3.7902 0.1 0.1 0.1
H 3.7191 -0.9239 3.8272 0.0 0.0 0.0
O 3.0927 -2.7024 2.9608 -0.2 -0.1 -0.2
C 3.0349 -2.3612 1.6342 -0.1 -0.1 -0.1
C 2.1468 -3.0957 0.8518 0.2 0.1 0.3
C 1.9919 -2.8238 -0.4904 0.0 0.1 -0.1
C 2.7220 -1.8037 -1.0996 0.2 -0.1 0.4
C 3.6116 -1.0803 -0.3111 -0.2 -0.1 -0.2
C 3.7738 -1.3497 1.0353 0.0 -0.1 0.3
H 4.4733 -0.7566 1.6033 0.1 0.0 0.1
H 4.1874 -0.2843 -0.7614 0.1 0.1 0.0
N 2.6551 -1.5383 -2.4693 0.1 0.2 -0.5
H 3.0733 -0.6404 -2.6792 -0.1 -0.1 0.0
C 1.4019 -1.7097 -3.1654 0.1 -0.1 0.0
C 0.3301 -0.8239 -2.6191 -0.2 0.0 0.0
N 0.5214 0.1119 -1.7352 1.1 -0.4 -0.2
N -0.6603 0.6948 -1.4689 -0.9 0.4 0.0
C -1.5617 0.0985 -2.1999 0.0 0.0 -0.1
N -0.9953 -0.8852 -2.9609 0.3 0.5 0.6
C -1.6499 -1.7620 -3.8857 -0.1 -0.2 -0.4
H -1.2815 -2.7801 -3.7555 -0.1 0.0 0.0
H -2.7215 -1.7353 -3.6904 0.1 -0.1 0.0
H -1.4659 -1.4439 -4.9146 -0.1 -0.1 0.0
S -3.2544 0.4706 -2.2045 -0.4 0.2 -0.1
C -3.2552 1.3759 -0.6285 0.2 -0.3 -0.5
H -4.2851 1.6978 -0.4776 0.0 0.0 0.0
C -2.8175 0.4000 0.4580 -0.2 0.1 0.0
O -3.2202 -0.7475 0.4510 -0.1 -0.1 0.0
N -1.9464 0.8503 1.3926 0.0 -0.1 0.4
C -1.4159 2.1472 1.4900 0.1 0.5 0.0
C -2.2483 3.2629 1.4256 0.1 0.0 0.1
C -1.7273 4.5375 1.5349 -0.1 0.0 -0.1
C -0.3677 4.7102 1.7321 0.1 0.1 0.0
C 0.4503 3.6029 1.8503 -0.1 0.0 0.0
C -0.0516 2.3118 1.7438 -0.1 0.1 0.0
C 0.8750 1.1453 1.9501 0.0 -0.2 -0.1
C 0.1950 -0.2048 1.7408 -0.1 0.1 0.1
C -1.2522 -0.1321 2.2104 0.1 -0.5 0.0
H -1.3085 0.1792 3.2582 0.0 0.0 0.0
H -1.7606 -1.0890 2.0869 0.1 0.2 0.1
H 0.2091 -0.4545 0.6804 0.0 -0.1 0.0
H 0.7267 -0.9896 2.2775 0.0 0.0 0.0
H 1.2675 1.2106 2.9709 0.0 0.0 0.0
H 1.7219 1.2324 1.2671 0.1 0.0 0.0
H 1.5077 3.7339 2.0311 0.1 0.0 0.0
H 0.0483 5.7032 1.8122 0.0 0.1 0.0
H -2.3842 5.3924 1.4769 -0.1 0.1 0.0
H -3.3131 3.1244 1.3140 -0.1 0.0 0.0
H -2.5835 2.2234 -0.7382 -0.2 0.0 0.1
H 1.0869 -2.7565 -3.0980 0.0 0.1 -0.1
H 1.5640 -1.4834 -4.2258 0.0 -0.1 0.1
H 1.2929 -3.4173 -1.0585 -0.1 -0.1 -0.1
H 1.5760 -3.8804 1.3227 -0.1 -0.1 0.1
H 5.0135 -2.1014 3.4669 0.0 0.0 0.0
H 3.8583 -2.4199 4.7839 0.0 0.1 0.0
```
Positions in Å, forces in eV/Å.

***

(2)
The following is a quantum chemistry calculation of one molecule with the formula C22H25N5OS in a non-equilibrium geometry, from the OMol25 dataset.

Summary:
energy	-43551.357	eV
orbital gap	0.3255	Ha
E_LUMO	0.6	eV
ΔE to the lowest compared entry with this formula, charge and spin	2.790	eV
2S+1	1

The geometry in XYZ format:
```
54
Properties=species:S:1:pos:R:3:forces:R:3
C -2.4635 -1.5230 -1.8796 0.2 -0.1 0.0
H -2.9844 -0.5784 -1.7278 -0.1 0.1 0.0
H -2.8629 -1.9964 -2.7729 -0.1 0.0 -0.1
H -2.6713 -2.1717 -1.0323 -0.1 -0.1 0.1
C -0.9611 -1.2929 -2.0327 -0.1 0.3 0.1
C -0.6831 -0.4454 -3.2702 0.1 -0.2 0.2
H -1.1635 0.5276 -3.1811 -0.1 0.2 0.0
H 0.3830 -0.2949 -3.4152 0.2 0.1 -0.1
H -1.0782 -0.9396 -4.1546 0.0 0.0 -0.1
H -0.4691 -2.2632 -2.1381 0.0 0.0 0.0
C -0.4181 -0.6036 -0.7609 0.0 -0.3 -0.4
C -0.6635 -1.4473 0.4437 -0.3 0.2 0.8
N -0.4338 -2.7345 0.5798 0.1 0.3 -1.1
N -0.6921 -3.0328 1.8466 0.1 -0.9 0.5
N -1.0634 -2.0103 2.4937 -0.4 0.6 1.1
N -1.0568 -0.9738 1.6518 0.6 -0.8 -1.0
C -1.4689 0.3484 2.0377 -0.2 0.4 0.2
C -2.7155 0.7506 1.2891 -0.1 0.1 0.0
C -3.8267 -0.0837 1.3069 0.0 0.0 0.0
C -4.9620 0.2511 0.5917 0.0 -0.1 0.0
C -4.9979 1.4242 -0.1438 0.0 0.1 -0.1
C -3.8970 2.2635 -0.1579 -0.1 0.1 -0.1
C -2.7579 1.9268 0.5533 0.0 -0.1 0.1
H -1.8983 2.5828 0.5403 0.1 0.1 0.0
H -3.9219 3.1804 -0.7279 0.0 0.1 0.0
H -5.8829 1.6842 -0.7046 -0.1 0.0 0.0
H -5.8189 -0.4051 0.6075 -0.1 -0.1 0.0
H -3.7977 -0.9988 1.8808 0.0 -0.1 0.0
H -0.6550 1.0537 1.8427 -0.1 -0.1 0.1
H -1.6586 0.3059 3.1144 0.1 0.0 -0.1
N 0.9981 -0.2956 -0.7297 0.0 0.3 -0.2
C 1.4342 1.0203 -1.1252 0.2 0.3 0.1
C 2.1689 1.7017 -0.0072 -0.3 -0.4 0.6
C 2.2173 1.4516 1.3319 -0.2 0.0 -0.6
C 3.0954 2.4174 1.8840 0.2 0.4 -0.3
C 3.5081 3.1836 0.8415 0.2 0.0 0.9
O 2.9511 2.7588 -0.3078 -0.1 0.0 -0.5
H 4.1689 4.0252 0.7830 0.1 0.1 -0.1
H 3.3762 2.5171 2.9122 0.1 0.1 0.2
H 1.7226 0.6600 1.8552 -0.1 -0.2 0.0
H 0.5719 1.6325 -1.4134 0.1 -0.1 -0.1
H 2.1071 0.9777 -1.9956 -0.1 0.0 0.0
C 1.9199 -1.3760 -1.0312 0.0 0.0 0.1
C 3.1369 -1.2745 -0.1714 0.5 -0.1 -0.2
C 3.2940 -1.7147 1.1056 -0.1 -0.1 -0.3
C 4.5568 -1.3946 1.6526 0.1 0.1 0.1
C 5.3437 -0.7157 0.7820 0.0 0.2 -0.3
S 4.5601 -0.4542 -0.7243 -0.3 -0.4 0.5
H 6.3415 -0.3511 0.9240 0.2 0.1 0.1
H 4.8620 -1.6620 2.6485 0.1 0.0 0.2
H 2.5333 -2.2607 1.6349 -0.2 -0.1 0.1
H 2.2183 -1.3720 -2.0923 -0.1 -0.1 0.0
H 1.4143 -2.3178 -0.8070 0.1 0.0 -0.1
H -0.9596 0.3392 -0.6306 0.0 -0.1 0.0
```
Positions in Å, forces in eV/Å.

***

(3)
The following is a quantum chemistry calculation of C22H25N5S4SbSiTi as an isolated structure in a non-equilibrium geometry, from the OMol25 dataset.

Summary:
energy	-111546.495	eV
total charge	-2
orbital gap (spin up / spin down)	0.1620 / 0.1431	Ha
E_LUMO (spin up / spin down)	4.2 / 3.7	eV
expectation value of S²	0.77
ΔE to the lowest compared entry with this formula, charge and spin	2.992	eV
2S+1	2

The geometry in XYZ format:
```
59
Properties=species:S:1:pos:R:3:forces:R:3
Ti -0.9364 1.1588 -0.9533 -0.1 5.1 -1.4
N -5.0543 1.5149 0.1806 0.0 0.0 0.1
C -3.8162 0.9846 -0.1112 -0.1 -0.7 -0.4
S -3.4005 0.8304 -1.7833 0.2 0.1 0.0
N -3.0754 0.5280 0.8464 -0.8 0.2 1.1
N -1.8534 0.1201 0.3920 -0.6 -1.2 0.2
C -1.4536 -1.1547 0.5341 0.4 0.5 -0.7
C -2.1016 -2.0936 1.4209 -0.4 -0.7 0.7
C -2.2764 -3.4448 1.0707 0.2 0.6 -0.2
C -2.9784 -4.3053 1.8844 -0.2 -0.3 0.3
C -3.5262 -3.8602 3.0805 0.1 0.0 0.0
C -3.3468 -2.5329 3.4495 -0.1 -0.2 0.2
C -2.6572 -1.6612 2.6372 0.4 0.1 -0.3
C -0.5309 -1.5317 -0.4998 -0.6 0.4 0.3
C 0.2688 -2.6747 -0.5238 0.8 -0.7 -0.7
C 0.9487 -3.0196 -1.6873 -0.6 0.4 0.9
C 0.7658 -2.2202 -2.8194 -0.2 0.2 -0.3
C 0.0359 -1.0515 -2.7125 -0.1 -0.2 -0.2
N -0.5414 -0.6527 -1.5674 0.9 -2.7 -0.7
H -5.3555 2.1512 -0.5440 0.0 0.0 0.2
H -5.1079 1.8947 1.1150 0.0 0.1 0.0
H -1.8931 -3.7950 0.1239 0.0 0.0 -0.1
H -3.1131 -5.3398 1.5895 0.0 0.0 -0.1
H -4.0798 -4.5370 3.7190 0.0 0.0 0.0
H -3.7467 -2.1821 4.3918 -0.1 0.1 0.0
H -2.5304 -0.6293 2.9222 0.0 0.1 0.0
H 0.3493 -3.2874 0.3641 0.0 0.1 0.0
H 1.5950 -3.8867 -1.7165 0.0 0.0 0.0
H 1.2127 -2.4915 -3.7642 0.0 0.1 -0.1
H -0.1334 -0.4036 -3.5701 0.2 0.0 0.2
S -0.1972 6.3210 -1.5540 -0.4 0.2 -0.2
Sb -0.0250 4.0445 -1.1231 1.9 2.0 0.4
S -1.7234 3.3808 0.3729 -0.4 -1.1 -0.1
S -1.0242 2.7428 -2.8729 -0.7 -1.4 0.2
C 3.5478 -0.2985 -1.7732 -0.4 0.3 0.4
Si 2.4131 1.2634 -1.6594 1.4 0.9 -1.0
C 3.6303 2.7322 -1.3578 -0.5 -0.5 0.1
C 1.9407 1.4845 -3.5023 -0.2 -0.2 0.5
N 1.1533 1.2559 -0.4709 -1.2 -0.9 -0.7
C 1.4627 1.1783 0.8648 0.2 0.1 0.9
C 0.4978 1.4445 1.8591 -0.2 -0.1 0.0
C 0.8038 1.4417 3.2026 0.0 -0.1 0.1
C 2.0830 1.1489 3.6477 0.1 0.0 0.2
C 3.0480 0.8611 2.6991 0.2 0.0 0.2
C 2.7507 0.8785 1.3534 -0.1 0.0 -0.4
H 4.2414 -0.1810 -2.6026 0.0 0.2 -0.2
H 2.9633 -1.1947 -1.9547 -0.1 -0.1 0.0
H 4.1416 -0.4727 -0.8822 0.1 -0.1 0.2
H 4.5460 2.5865 -1.9239 0.2 -0.2 -0.2
H 3.9018 2.8359 -0.3125 0.0 0.0 0.2
H 3.1945 3.6766 -1.6775 -0.2 0.0 0.0
H 2.6548 2.1430 -3.9912 0.3 0.1 0.1
H 0.9609 1.9360 -3.6278 0.1 0.0 0.0
H 1.9399 0.5377 -4.0342 0.1 -0.3 -0.1
H -0.5168 1.6998 1.5727 0.3 0.1 0.1
H 0.0272 1.6879 3.9163 -0.1 0.0 0.0
H 2.3209 1.1519 4.7031 0.0 0.0 0.1
H 4.0599 0.6270 3.0083 0.1 0.0 0.0
H 3.5356 0.6591 0.6512 0.2 0.0 -0.1
```
Positions in Å, forces in eV/Å.